i) C3H12N2O2 | wB97M-V/def2-TZVPD

```
19
C3H12N2O2 (wB97M-V/def2-TZVPD)
N -0.734 -0.764 -2.301
C -0.241 -1.528 -1.177
C -0.657 -1.004 0.228
N -0.125 0.340 0.295
C -0.528 1.047 1.515
O -0.046 2.355 1.660
H -0.220 -0.815 -3.169
H -1.687 -1.018 -2.505
H -0.654 -2.552 -1.212
H 0.843 -1.612 -1.178
H -0.116 -1.617 0.952
H -1.733 -1.107 0.416
H -0.418 0.888 -0.510
H -0.277 0.446 2.394
H -1.624 1.129 1.452
H 0.867 2.401 1.356
O 2.495 0.992 0.978
H 3.146 1.412 0.407
H 1.705 1.007 0.400
```

Computed properties:
- SMILES: NCCNCO.O
- E_HOMO: -9.151 eV
- LUMO level: 0.8781 eV
- Gap between HOMO and LUMO: 10.029 eV

Atom charges from the natural (NBO) analysis, given in e for atoms 1 to 6: -0.86 -0.21 -0.22 -0.68 0.11 -0.72


ii) C3H12N2O2 | wB97M-V/def2-TZVPD

```
19
C3H12N2O2 (wB97M-V/def2-TZVPD)
C -1.754 -0.871 1.035
C -0.409 -0.342 0.601
C -0.509 0.607 -0.374
N 0.666 1.248 -0.777
N 0.741 -0.755 1.245
H -1.908 -1.982 0.912
H -2.124 -0.632 2.068
H -2.456 -0.620 0.195
H -1.480 0.677 -0.831
H 1.628 0.824 -0.510
H 0.617 2.291 -0.754
H 1.678 -0.706 0.707
H 0.589 -1.691 1.696
H -3.910 0.880 -1.043
H 5.751 0.083 -1.090
O -3.088 0.437 -0.938
H 6.230 0.545 -1.497
H 3.212 -1.014 -0.794
O 2.882 -0.246 -0.300
```

Computed properties:
- E_HOMO: -8.423 eV
- LUMO level: -3.7832 eV
- Gap between HOMO and LUMO: 4.640 eV

Atom charges from the natural (NBO) analysis, given in e for atoms 1 to 6: -0.79 0.34 0.15 -0.63 -0.60 0.25


i) comes first in stability; the runner-up is 6.806 eV higher.


i) C3H12N2O2 | wB97M-V/def2-TZVPD

```
19
C3H12N2O2 (wB97M-V/def2-TZVPD)
N -0.821 -2.206 1.449
C -1.228 -1.352 0.318
C -0.389 -0.075 0.167
N -0.158 0.380 -1.216
C -1.032 1.078 0.935
O -0.229 2.298 0.872
H -0.056 -2.805 1.124
H -0.177 -1.650 2.017
H -2.304 -1.170 0.352
H -1.157 -1.903 -0.625
H 0.644 -0.293 0.475
H -1.022 0.639 -1.660
H 0.218 -0.382 -1.769
H -1.960 1.247 0.387
H -1.110 0.820 1.989
H 0.583 1.868 0.580
O 3.672 1.378 -1.945
H 3.672 1.003 -1.060
H 2.857 1.124 -2.389
```

Computed properties:
- SMILES: NC[C@@H](N)CO.O
- E_HOMO: -9.661 eV
- LUMO level: 0.4720 eV
- Gap between HOMO and LUMO: 10.133 eV

Atom charges from the natural (NBO) analysis, given in e for atoms 1 to 6: -0.80 -0.24 -0.10 -0.84 -0.08 -0.71


ii) C3H12N2O2 | wB97M-V/def2-TZVPD

```
19
C3H12N2O2 (wB97M-V/def2-TZVPD)
N 2.864 0.864 -0.860
C 1.976 0.335 0.166
N 1.272 -0.876 -0.274
C -0.164 -0.989 -0.404
C -0.775 -1.937 0.624
O -2.166 -1.937 0.304
H 2.463 1.096 -1.750
H 3.723 0.344 -0.807
H 2.588 0.116 1.035
H 1.191 1.061 0.524
H 1.866 -1.273 -0.982
H -0.577 0.019 -0.312
H -0.309 -1.358 -1.440
H -0.409 -2.957 0.378
H -0.524 -1.661 1.672
H -2.546 -2.567 0.917
O -3.760 4.062 0.638
H -3.306 4.494 -0.084
H -3.407 3.164 0.656
```

Computed properties:
- SMILES: NCNCCO.O
- E_HOMO: -8.382 eV
- LUMO level: 0.6746 eV
- Gap between HOMO and LUMO: 9.057 eV

Atom charges from the natural (NBO) analysis, given in e for atoms 1 to 6: -0.87 -0.04 -0.68 -0.23 -0.07 -0.72


i) comes first in stability; the runner-up is 0.111 eV higher.


i) C4H13N2O | wB97M-V/def2-TZVPD

```
20
C4H13N2O (wB97M-V/def2-TZVPD)
C -0.185 1.385 0.181
C 0.966 0.727 0.989
C 1.418 -0.502 0.315
C 1.977 -0.504 -0.969
N 1.282 -1.712 1.101
N -0.709 0.366 -0.773
H -1.035 1.741 0.758
H 0.143 2.169 -0.497
H 0.541 0.474 1.961
H 1.700 1.519 1.060
H 2.474 0.398 -1.322
H 2.098 -1.397 -1.572
H -3.944 0.491 -0.319
H 1.660 -1.649 2.070
H 1.808 -2.443 0.634
H 0.109 -0.211 -1.105
H -1.354 -0.312 -0.365
H -1.216 0.787 -1.539
H -4.197 -0.958 -0.110
O -3.535 -0.368 -0.498
```

Computed properties:
- 2S+1: 2
- E_HOMO (spin up / spin down): -3.113 / -6.458 eV
- LUMO level (spin up / spin down): 0.1100 / 0.0405 eV
- ⟨S²⟩: 0.754
- Gap between HOMO and LUMO (spin up / spin down): 3.223 / 6.498 eV

Atom charges from the natural (NBO) analysis, given in e for atoms 1 to 6: -0.22 -0.46 -0.02 -0.85 -0.86 -0.73


ii) C4H13N2O | wB97M-V/def2-TZVPD

```
20
C4H13N2O (wB97M-V/def2-TZVPD)
C 2.655 0.192 -0.441
C 1.383 -0.172 -1.334
C 0.050 -0.115 -0.614
C -0.012 -1.145 0.295
N -1.024 -1.426 1.176
N -0.722 1.017 -0.763
H 3.227 -0.755 -0.182
H 2.246 0.504 0.491
H 3.350 1.047 -0.803
H 1.383 0.597 -2.185
H 1.462 -1.165 -1.793
H 0.738 -1.916 0.296
H -1.810 -0.677 1.296
H -1.394 -2.357 1.263
H -0.858 1.453 2.756
H -0.686 0.776 3.106
H -0.173 1.797 -1.182
H -2.498 0.745 -0.611
H -3.948 1.163 -0.514
O -3.369 0.437 -0.257
```

Computed properties:
- 2S+1: 2
- E_HOMO (spin up / spin down): -7.765 / -9.270 eV
- LUMO level (spin up / spin down): 0.9662 / -0.5962 eV
- ⟨S²⟩: 0.774
- Gap between HOMO and LUMO (spin up / spin down): 8.731 / 8.673 eV

Atom charges from the natural (NBO) analysis, given in e for atoms 1 to 6: -0.62 -0.45 0.13 0.02 -0.77 -0.69


iii) C4H13N2O | wB97M-V/def2-TZVPD

```
20
C4H13N2O (wB97M-V/def2-TZVPD)
C 0.294 -1.081 -0.903
C 1.384 -1.036 0.204
C 1.454 0.249 0.974
C 2.596 0.833 1.321
N -3.124 -0.265 0.805
N 0.357 0.048 -1.824
H -0.703 -1.154 -0.458
H 0.454 -2.018 -1.443
H 1.227 -1.875 0.889
H 2.362 -1.209 -0.262
H 2.637 1.754 1.885
H 3.540 0.401 1.013
H -2.650 0.491 0.313
H -3.328 -0.019 1.767
H -4.014 -0.437 0.352
H 0.062 -0.210 -2.761
H -0.247 0.855 -1.449
H 0.504 0.735 1.129
H -1.587 2.387 -0.961
O -1.220 1.552 -0.592
```

Computed properties:
- 2S+1: 2
- E_HOMO (spin up / spin down): -9.442 / -9.339 eV
- LUMO level (spin up / spin down): 0.8631 / -2.6879 eV
- ⟨S²⟩: 0.761
- Gap between HOMO and LUMO (spin up / spin down): 10.305 / 6.651 eV

Atom charges from the natural (NBO) analysis, given in e for atoms 1 to 6: -0.26 -0.44 -0.17 -0.40 -1.10 -0.60


ii) comes first in stability; the runner-up is 0.586 eV higher.


i) C4H9N | wB97M-V/def2-TZVPD

```
14
C4H9N (wB97M-V/def2-TZVPD)
C -0.348 -2.172 -1.086
C -0.236 -1.118 -0.156
N 0.497 -0.026 -0.249
C 0.078 1.384 -0.164
C 0.011 1.629 1.353
H 0.428 -2.714 -1.686
H -1.252 -2.664 -1.051
H -1.119 -1.031 0.598
H 1.460 -0.240 0.105
H -1.002 1.369 -0.610
H 0.731 2.094 -0.700
H 1.083 1.580 1.758
H -0.513 0.813 1.975
H -0.327 2.634 1.667
```

Computed properties:
- Charge: -1
- 2S+1: 2
- E_HOMO (spin up / spin down): 1.375 / -2.079 eV
- LUMO level (spin up / spin down): 4.5468 / 4.2766 eV
- ⟨S²⟩: 0.754
- Gap between HOMO and LUMO (spin up / spin down): 3.171 / 6.356 eV

Atom charges from the natural (NBO) analysis, given in e for atoms 1 to 6: -0.76 -0.21 -0.68 -0.25 -0.66 0.14


ii) C4H9N | wB97M-V/def2-TZVPD

```
14
C4H9N (wB97M-V/def2-TZVPD)
C 1.923 -0.293 0.719
C 1.070 0.804 0.147
C -0.307 0.283 0.477
C -0.930 -0.727 -0.415
N -2.186 -0.315 -1.131
H -0.656 0.493 1.480
H 2.964 -0.375 0.391
H 1.805 -0.436 1.791
H 1.248 1.819 0.556
H 1.192 0.922 -0.932
H -1.129 -1.682 0.088
H -0.205 -1.005 -1.188
H -2.842 -0.054 -0.397
H -1.947 0.566 -1.584
```

Computed properties:
- Charge: -1
- 2S+1: 2
- E_HOMO (spin up / spin down): -1.154 / -0.746 eV
- LUMO level (spin up / spin down): 4.8927 / 4.5032 eV
- ⟨S²⟩: 0.762
- Gap between HOMO and LUMO (spin up / spin down): 6.046 / 5.249 eV

Atom charges from the natural (NBO) analysis, given in e for atoms 1 to 6: -0.78 -0.48 -0.33 -0.29 -0.87 0.16


ii) comes first in stability; the runner-up is 0.506 eV higher.